Record 1
Entry from the OMol25 dataset: a single C4H4O molecule (ωB97M-V with the def2-TZVPD basis set).

Cartesian coordinates (Å):
O (1.7773, 1.1158, 0.7421)
C (1.0098, 0.8357, -0.1358)
C (-0.4989, 0.7276, 0.0610)
C (-0.7022, -0.7220, 0.0822)
C (-0.6083, -1.9225, 0.0778)
H (1.3532, 0.5439, -1.1529)
H (-1.0442, 1.2008, -0.7641)
H (-0.7793, 1.2050, 1.0042)
H (-0.5075, -2.9844, 0.0855)

Computed properties:
- Strongest force on any atom: 0.62 eV Å⁻¹
- Lowest unoccupied orbital energy: 0.996 eV
- E_tot: -229.9692 hartree
- Charge: 0
- Relative energy (zero: lowest compared OMol25 entry of this formula, charge and spin): 36.8 kcal/mol

***

Record 2
Entry from the OMol25 dataset: 20 unconnected molecules or ions with the total composition C6H51BO21S in a non-equilibrium geometry (ωB97M-V with the def2-TZVPD basis set).

Cartesian coordinates (Å):
C (2.8520, 0.0432, 0.8850)
C (3.1526, 0.4567, -0.6223)
S (4.3319, 1.8532, -0.8294)
C (3.9157, 3.2628, 0.2866)
B (2.3395, 3.5910, 0.4356)
C (1.1655, 3.1934, -0.6161)
C (0.0053, 2.4689, 0.2145)
C (-0.8236, 1.3848, -0.5798)
O (-0.5090, 0.8286, -1.6370)
O (-2.0678, 0.9832, 0.0361)
H (2.6218, 0.8992, 1.5846)
H (1.9156, -0.6120, 0.8513)
H (3.6578, -0.5926, 1.3483)
H (3.6415, -0.4601, -1.1226)
H (2.1592, 0.5943, -1.1563)
H (4.3899, 3.1841, 1.3209)
H (4.3905, 4.1986, -0.1735)
H (2.0055, 4.2183, 1.3887)
H (0.7356, 4.1839, -0.9920)
H (1.5104, 2.6279, -1.5271)
H (0.4299, 2.0687, 1.1931)
H (-0.7281, 3.2898, 0.5142)
H (-1.8364, 0.5468, 0.8965)
O (5.5083, 2.6045, -3.9105)
H (5.6344, 3.5512, -4.0365)
H (5.0196, 2.5416, -3.0763)
O (-5.0939, 2.3705, 0.5370)
H (-4.1714, 2.0878, 0.4791)
H (-5.5914, 1.5432, 0.5442)
O (-1.3042, -1.0920, 2.6456)
H (-0.8989, -1.9666, 2.6177)
H (-1.8366, -1.1072, 3.4518)
O (3.3090, -2.1667, -2.4940)
H (3.0572, -1.8298, -3.3656)
H (2.9007, -3.0384, -2.4559)
O (3.1693, 4.2259, 3.2002)
H (3.2919, 5.1733, 3.0834)
H (2.6831, 4.1573, 4.0276)
O (7.0938, 3.9135, -0.9464)
H (8.0179, 3.6487, -1.0060)
H (6.6104, 3.0769, -0.9417)
O (3.5640, -1.8212, -5.5621)
H (4.4103, -1.5698, -5.9483)
H (3.0237, -2.0669, -6.3235)
O (0.6934, -3.3705, -5.8629)
H (1.4351, -2.9668, -5.3975)
H (-0.0866, -3.0003, -5.4278)
O (0.1914, -2.5359, -0.4641)
H (0.2124, -1.6570, -0.8611)
H (0.8611, -3.0322, -0.9458)
O (-3.9986, -1.3913, 3.9920)
H (-4.8842, -1.6954, 4.2233)
H (-4.1383, -0.8428, 3.2136)
O (-6.6935, 1.6321, -2.4549)
H (-5.9431, 2.0276, -1.9908)
H (-7.4645, 2.0167, -2.0223)
O (-2.3334, -4.0195, -5.3650)
H (-1.9155, -4.8881, -5.3985)
H (-2.8614, -4.0463, -4.5597)
O (-5.8970, -1.4172, 1.9622)
H (-5.2452, -1.5417, 1.2613)
H (-6.6335, -1.9788, 1.6944)
O (-3.1357, -3.8537, 5.2068)
H (-2.2085, -3.6800, 5.4021)
H (-3.4162, -3.0822, 4.6912)
O (-6.7174, -1.2985, -1.6364)
H (-6.6969, -0.4236, -2.0535)
H (-6.0476, -1.8002, -2.1134)
O (2.0066, 6.4245, 4.3154)
H (1.0628, 6.3667, 4.5040)
H (2.1798, 7.3725, 4.2794)
O (-2.7334, -6.9068, -5.1438)
H (-2.9867, -6.5713, -6.0126)
H (-3.1405, -7.7790, -5.1034)
O (3.4903, -0.3235, 4.0709)
H (3.6180, 0.6231, 3.9388)
H (3.0114, -0.3805, 4.9052)
O (-4.1077, -5.4126, 7.9310)
H (-3.7298, -4.8999, 7.2049)
H (-3.6453, -6.2561, 7.8870)

Computed properties:
- Strongest force on any atom: 3.76 eV Å⁻¹
- Lowest unoccupied orbital energy: -0.100 eV
- E_tot: -2262.2103 hartree
- Charge: 0

***

Record 3
Entry from the OMol25 dataset: a molecular structure, C14H24FeN2O10P in a non-equilibrium geometry (ωB97M-V with the def2-TZVPD basis set).

Cartesian coordinates (Å):
Fe (0.8522, -0.9262, -1.0421)
N (-0.6911, -2.0995, -1.5305)
C (-1.2862, -2.0109, -2.8791)
C (-1.5200, -0.5683, -3.2916)
C (-0.2170, 0.1927, -3.5037)
O (0.0416, 0.6703, -4.5894)
O (0.5863, 0.2870, -2.4737)
H (-0.3702, -3.0437, -1.3327)
H (-1.3771, -1.8961, -0.8041)
H (-2.2200, -2.5748, -2.9103)
H (-0.5963, -2.4867, -3.5794)
H (-2.1072, -0.0724, -2.5197)
H (-2.0856, -0.5389, -4.2202)
O (4.7446, -1.5542, 3.4516)
C (3.9788, -1.4346, 2.5447)
C (2.8481, -2.4023, 2.1487)
O (2.5400, -3.4303, 2.7018)
C (2.2387, -1.7801, 0.9787)
C (2.8298, -0.5915, 0.6262)
O (2.3793, 0.0840, -0.4070)
C (3.9204, -0.2443, 1.5382)
O (4.6100, 0.7440, 1.5476)
O (1.2155, -2.2114, 0.2647)
N (2.1116, -1.8478, -2.2454)
H (2.2398, -2.8482, -2.1397)
H (2.9806, -1.3710, -2.0044)
H (1.9053, -1.6092, -3.2113)
C (-1.9976, 2.9233, -1.4336)
C (-2.4796, 1.8542, -0.4854)
O (-1.5381, 1.6721, 0.5920)
P (-0.4334, 0.5138, 0.5771)
O (-1.1664, -0.7247, 1.2871)
C (-1.6999, -0.6834, 2.6344)
C (-3.2024, -0.8141, 2.5865)
O (0.5450, 1.0068, 1.7194)
C (1.3343, 2.2193, 1.5220)
C (0.7064, 3.3831, 2.2471)
H (-2.7182, 3.0610, -2.2414)
H (-1.0395, 2.6435, -1.8765)
H (-1.8758, 3.8724, -0.9121)
H (-2.6316, 0.9082, -1.0024)
H (-3.4227, 2.1158, -0.0081)
H (-1.3895, 0.2428, 3.1171)
H (-1.2355, -1.5152, 3.1616)
H (-3.6521, 0.0417, 2.0816)
H (-3.6050, -0.8630, 3.5994)
H (-3.4945, -1.7247, 2.0620)
H (1.4497, 2.4020, 0.4513)
H (2.3217, 1.9849, 1.9118)
H (-0.3118, 3.5632, 1.9042)
H (1.2999, 4.2804, 2.0647)
H (0.6845, 3.2010, 3.3219)

Computed properties:
- 2S+1: 2
- Strongest force on any atom: 1.52 eV Å⁻¹
- Expectation value of S²: 0.773
- Lowest unoccupied orbital energy (alpha / beta): -0.571 / -0.787 eV
- E_tot: -3014.9400 hartree
- Charge: 0
- Relative energy (zero: lowest compared OMol25 entry of this formula, charge and spin): 0.0 kcal/mol

***

Record 4
Entry from the OMol25 dataset: 2 unconnected molecules or ions with the total composition C4H14N2 in a non-equilibrium geometry (ωB97M-V with the def2-TZVPD basis set).

Cartesian coordinates (Å):
C (-1.5304, 2.1952, -2.4737)
C (-1.4448, 1.1191, -1.3956)
C (-1.1840, -0.2341, -2.0236)
H (-2.2210, 1.9662, -3.2828)
H (-1.7566, 3.1826, -2.0628)
H (-0.5456, 2.3690, -2.9031)
H (-0.5469, 1.3347, -0.8287)
H (-2.3529, 1.2066, -0.8083)
H (-0.7391, -0.9584, -1.3534)
H (-0.3503, -0.1314, -2.7396)
H (-1.8950, -0.7654, -2.6551)
N (1.4462, -1.3743, 0.7800)
C (0.8548, -0.7877, 1.9751)
N (1.6908, -0.9464, 3.1561)
H (2.3389, -0.9228, 0.6057)
H (1.6185, -2.3388, 1.0697)
H (-0.0270, -1.4173, 2.1117)
H (0.5248, 0.2315, 1.7985)
H (2.6790, -0.8235, 2.9809)
H (1.4409, -0.3143, 3.9044)

Computed properties:
- Strongest force on any atom: 1.82 eV Å⁻¹
- Lowest unoccupied orbital energy: 1.082 eV
- E_tot: -270.2803 hartree
- Charge: 0
- Relative energy (zero: lowest compared OMol25 entry of this formula, charge and spin): 9.6 kcal/mol

***

Record 5
Entry from the OMol25 dataset: a molecular structure, C37H42Cl2N2O4ReSSe in a non-equilibrium geometry (ωB97M-V with the def2-TZVPD basis set).

Cartesian coordinates (Å):
Re (-0.5146, -0.1157, -0.1370)
Cl (-2.4424, 0.1979, -1.3204)
C (-3.8868, -2.3503, 0.2547)
C (-5.2532, -2.5074, 0.5269)
C (-6.0080, -3.4357, -0.1470)
C (-5.3894, -4.2503, -1.0786)
C (-4.0502, -4.0937, -1.3588)
Cl (-3.3761, -5.1764, -2.5547)
C (-3.2292, -3.1259, -0.7232)
S (-1.5608, -3.1378, -1.3380)
H (-5.7078, -1.8954, 1.2953)
H (-7.0689, -3.5337, 0.0530)
H (-5.9451, -5.0263, -1.5956)
C (-0.4752, -3.4208, 2.8852)
C (0.7065, -2.4872, 2.6163)
C (1.6297, -2.3902, 3.8418)
C (1.5042, -2.9166, 1.4025)
C (1.9278, -4.2326, 1.2837)
C (2.7137, -4.6405, 0.2180)
C (3.0950, -3.7226, -0.7469)
C (2.6893, -2.3924, -0.6734)
C (3.0964, -1.4482, -1.8036)
C (4.6047, -1.4730, -2.0661)
C (2.3019, -1.7870, -3.0747)
C (1.8787, -2.0259, 0.4075)
N (1.4158, -0.6205, 0.4761)
C (2.3517, 0.1864, 0.8544)
C (2.3664, 1.5994, 0.7755)
C (3.5649, 2.2189, 1.1881)
C (3.7421, 3.5682, 1.0836)
C (2.6853, 4.3336, 0.5687)
C (1.5053, 3.7479, 0.1753)
C (1.3130, 2.3570, 0.2525)
N (0.1109, 1.7730, -0.1684)
C (-0.9471, 2.7121, -0.5718)
C (-1.1284, 2.9363, -1.9531)
C (-2.2435, 3.6673, -2.3353)
C (-3.1460, 4.1603, -1.4064)
C (-2.8910, 3.9906, -0.0612)
C (-1.7736, 3.2903, 0.3994)
C (-1.5734, 3.3771, 1.9288)
C (-0.8169, 2.2849, 2.6863)
C (-0.9467, 4.7406, 2.2715)
C (-0.2490, 2.4459, -3.1355)
C (-0.5671, 1.0094, -3.5794)
C (1.2729, 2.5833, -3.0174)
H (-1.1842, -2.9486, 3.5710)
H (-0.1422, -4.3644, 3.3313)
H (-1.0208, -3.6451, 1.9635)
H (0.3005, -1.4970, 2.4325)
H (2.1105, -3.3543, 4.0422)
H (1.0496, -2.1048, 4.7262)
H (2.4201, -1.6407, 3.6974)
H (1.6371, -4.9489, 2.0468)
H (3.0360, -5.6725, 0.1428)
H (3.7208, -4.0428, -1.5767)
H (2.8419, -0.4257, -1.5385)
H (4.9116, -2.4056, -2.5504)
H (5.1734, -1.3746, -1.1357)
H (4.8850, -0.6474, -2.7279)
H (2.5162, -2.8101, -3.4025)
H (2.5623, -1.1001, -3.8888)
H (1.2233, -1.7143, -2.8956)
H (3.2584, -0.2796, 1.2312)
H (4.3584, 1.5900, 1.5851)
H (4.6714, 4.0346, 1.3932)
H (2.7966, 5.4105, 0.4736)
H (0.7024, 4.3635, -0.2076)
H (-2.4161, 3.8370, -3.3946)
H (-4.0327, 4.6924, -1.7318)
H (-3.5735, 4.4117, 0.6722)
H (-2.5838, 3.3773, 2.3319)
H (0.2631, 2.3136, 2.5016)
H (-1.2003, 1.2929, 2.4751)
H (-0.9620, 2.4548, 3.7577)
H (0.1084, 4.7646, 1.9860)
H (-1.0025, 4.9155, 3.3516)
H (-1.4585, 5.5610, 1.7631)
H (-0.5415, 3.0945, -3.9580)
H (-0.1637, 0.2788, -2.8758)
H (-0.1075, 0.8150, -4.5540)
H (-1.6395, 0.8319, -3.6562)
H (1.7049, 1.8323, -2.3526)
H (1.5783, 3.5722, -2.6744)
H (1.7125, 2.4278, -4.0087)
O (-1.5474, -0.8611, 1.4232)
Se (-3.2183, -1.1677, 1.6339)
O (-3.3349, -2.0324, 2.9990)
O (-0.6490, -2.0319, -0.6035)
O (-4.0499, 0.2231, 1.6026)

Computed properties:
- 2S+1: 4
- Strongest force on any atom: 1.43 eV Å⁻¹
- Expectation value of S²: 3.778
- Lowest unoccupied orbital energy (alpha / beta): -0.945 / -1.599 eV
- E_tot: -5643.8033 hartree
- Charge: 0
- Relative energy (zero: lowest compared OMol25 entry of this formula, charge and spin): 29.1 kcal/mol